Record 1
32
Properties=species:S:1:pos:R:3:mulliken_charge:R:1 method="wB97M-V/def2-TZVPD" e_lumo_ev=0.84 orbital_gap_ev=10.20
C -1.7364 -1.0415 -1.8510 -0.7578
O -0.5347 -0.8835 -1.1511 -0.0349
Si 0.4234 0.3487 -1.1940 0.0596
O 1.9008 -0.2017 -1.1921 -0.1900
C 3.2004 0.3944 -1.0472 -0.4661
C 0.2374 1.6017 0.2825 1.1655
C 1.0346 2.9626 0.0375 -1.3670
C -1.2734 1.8778 0.6307 -1.2438
C 0.9041 0.9273 1.5480 -1.4285
H -1.6527 -0.8459 -2.8991 0.3075
H -2.3611 -0.3453 -1.3345 0.3828
H -2.1244 -2.1382 -1.8208 0.1371
H 0.1058 1.2001 -2.4107 -0.1786
H 3.5228 0.9372 -1.9520 0.2415
H 4.0759 -0.2970 -1.0465 0.2132
H 3.0705 1.0665 -0.2412 0.1720
H 0.5124 3.4281 -0.8323 0.3440
H 0.9293 3.7467 0.7779 0.3845
H 2.0782 2.8122 -0.2418 0.3176
H -1.6655 2.5089 -0.1778 0.3841
H -1.3957 2.1960 1.7168 0.3536
H -1.8202 0.8247 0.6069 0.0783
H 1.9315 0.8861 1.2110 0.3692
H 0.7868 1.5736 2.4478 0.4337
H 0.5072 -0.0804 1.7996 0.2973
C -0.4238 -3.6115 1.8041 -0.6905
C -1.5573 -3.4132 1.2947 0.5440
C -2.6629 -3.1696 0.6558 -0.9182
H -0.3908 -3.9313 2.8853 0.2278
H 0.4277 -3.3084 1.2247 0.3089
H -3.1469 -3.8482 -0.1119 0.2446
H -2.9030 -2.1772 0.5806 0.3086


Record 2
39
Properties=species:S:1:pos:R:3:mulliken_charge:R:1 method="wB97M-V/def2-TZVPD" spin_multiplicity=3 e_lumo_ev="-6.94 / -5.87" total_charge=+1 orbital_gap_ev="4.98 / 6.06"
V 3.0417 0.0391 -1.4726 1.5184
O 2.6057 1.5870 -0.2844 -0.6686
H 2.2191 1.9834 0.5206 0.2236
O 1.1684 -0.4469 -1.9180 -0.4849
H 0.2305 -0.7182 -1.9533 -0.0503
C 1.4263 -3.8448 -0.1672 -0.5659
O 1.7667 -3.2361 1.0547 -0.3202
C 2.4456 -2.0827 1.1605 0.8300
O 2.9057 -1.4988 0.1238 -0.4048
O 2.4257 -1.6100 2.3900 -0.2584
C 3.2808 -0.5327 2.6688 -0.4319
H 1.3257 -4.9186 -0.0094 0.3280
H 2.1231 -3.7106 -0.9945 0.2974
H 0.3915 -3.5599 -0.3575 0.1654
H 3.2008 0.1568 1.8284 0.0999
H 4.3057 -0.8666 2.8305 0.3125
H 2.9401 0.0700 3.5108 0.2644
C -1.8193 5.8328 3.0614 -0.6334
O -0.9518 4.9353 2.3732 -0.3269
C -1.4149 3.9254 1.6507 0.7837
O -2.5851 3.6051 1.4694 -0.5820
O -0.4003 3.3031 1.0868 -0.2526
C -0.6606 2.1663 0.1529 -0.5143
H -2.1487 6.5289 2.2901 0.2882
H -1.3181 6.3203 3.8977 0.2285
H -2.7138 5.3217 3.4175 0.3231
H -1.6191 1.6928 0.3656 0.3985
H 0.1155 1.4017 0.1191 -0.0254
H -0.9170 2.5425 -0.8374 0.3201
C -2.5808 -1.9413 -1.7373 -0.3054
C -2.6148 -2.7255 -2.9475 0.6775
O -3.6457 -3.2587 -3.3800 -0.5823
C -1.3684 -2.7750 -3.7540 -0.8845
H -3.4793 -1.3324 -1.8371 0.3502
H -1.6574 -1.3653 -1.6775 -0.2409
H -2.6510 -2.5957 -0.8684 0.2868
H -0.7289 -3.4860 -3.2309 0.1994
H -0.9980 -1.7513 -3.8079 0.3198
H -1.6459 -3.1549 -4.7373 0.3170


Record 3
38
Properties=species:S:1:pos:R:3:mulliken_charge:R:1 method="wB97M-V/def2-TZVPD" spin_multiplicity=5 e_lumo_ev="-11.91 / -14.81" total_charge=+3 orbital_gap_ev="7.61 / 4.67"
I -1.1793 -0.2729 2.3762 0.3753
I 1.1092 0.1316 -2.4372 0.3715
Os -0.0109 -0.0735 -0.0197 1.7650
P 0.2525 -2.3989 -0.0852 0.1853
C 1.8169 -3.0273 0.6191 -1.4318
C -0.8921 -3.5049 0.8394 -1.1867
H -0.5730 -4.5408 0.6646 0.4649
H 0.4629 -4.3685 -1.4667 0.4647
H -1.9304 -3.3972 0.5184 0.3782
H -0.5780 -3.1767 -2.2836 0.3780
H 1.8635 -2.7040 1.6624 0.4159
H -0.8334 -3.2928 1.9099 0.4341
C 0.3288 -3.3013 -1.6878 -1.1881
H 1.8582 -4.1204 0.5563 0.5468
H 1.1828 -2.9520 -2.2736 0.4299
H 2.6374 -2.5835 0.0488 0.4190
P -1.4339 1.7723 -0.5370 0.1579
C -0.7900 3.4254 -0.0756 -1.4386
C -1.8708 2.1650 -2.2811 -1.1673
H -3.7392 1.0813 0.0426 0.3775
H -3.5580 2.8456 -0.1356 0.4606
H -2.9738 2.0260 1.3370 0.4251
C -3.0880 1.9326 0.2538 -1.1699
H -2.4029 1.3487 -2.7749 0.3766
H -2.5136 3.0555 -2.2723 0.4636
H -1.5025 4.2122 -0.3453 0.5417
H 0.1572 3.5718 -0.6010 0.4548
H -0.9641 2.3871 -2.8501 0.4186
H -0.6118 3.4246 1.0027 0.4510
Cl -2.0381 -0.9787 -1.0663 -0.1906
S 4.1372 0.9091 2.0478 0.0796
C 3.2321 2.3686 1.7506 -0.4955
C 2.0210 2.1067 1.1477 -0.5039
N 1.7740 0.7499 0.9030 0.2413
C 2.8308 0.0370 1.3407 -0.1441
H 3.6056 3.3550 2.0202 0.4564
H 1.2730 2.8434 0.8607 0.2460
H 2.9404 -1.0561 1.2914 0.1371


Record 4
33
Properties=species:S:1:pos:R:3:mulliken_charge:R:1 method="wB97M-V/def2-TZVPD" spin_multiplicity=3 e_lumo_ev="-2.18 / -7.09" total_charge=+1 orbital_gap_ev="7.20 / 7.52"
C -3.7598 2.1268 -0.3381 -1.2098
C 0.6447 -1.8201 -1.9821 -1.1246
C 0.4903 -1.1912 2.2801 -1.0372
C 1.7505 1.8756 -0.3055 -1.1823
C -3.9821 0.6194 -0.2630 -0.2609
C 1.7930 -1.1177 -1.2774 -0.3884
C 1.3466 -1.6025 1.0947 -0.4152
C 2.1989 0.6182 0.4199 -0.3364
C -2.7272 -0.1258 -0.0242 0.1737
N 1.3762 -0.5599 0.0318 0.7622
O -1.5955 0.2584 -0.1084 -0.3431
Cl -2.9991 -1.8227 0.4021 -0.1316
H -4.7077 2.6293 -0.5019 0.3719
H -3.0888 2.3760 -1.1565 0.3059
H -3.3278 2.4941 0.5886 0.3338
H -0.1750 -1.1263 -2.1561 0.2636
H 0.9865 -2.1883 -2.9448 0.4126
H 0.2690 -2.6681 -1.4165 0.3443
H 0.3805 -2.0391 2.9505 0.3775
H 0.9279 -0.3777 2.8518 0.3880
H -0.5021 -0.8942 1.9507 0.1419
H 2.3334 2.7211 0.0481 0.4068
H 1.8939 1.8054 -1.3802 0.3479
H 0.7010 2.0795 -0.1054 0.2904
H -4.7098 0.3634 0.5099 0.3516
H -4.3937 0.2503 -1.2102 0.2640
H 2.1414 -0.2974 -1.9070 0.3774
H 2.6306 -1.7987 -1.1120 0.3215
H 0.9281 -2.5107 0.6579 0.3623
H 2.3737 -1.8083 1.4021 0.3298
H 2.0943 0.7722 1.4935 0.3276
H 3.2450 0.3907 0.2050 0.3393
H 0.3974 -0.2241 -0.0716 -0.1648


Record 5
35
Properties=species:S:1:pos:R:3:mulliken_charge:R:1 method="wB97M-V/def2-TZVPD" e_lumo_ev=0.84 orbital_gap_ev=11.00
C 3.0262 -0.3475 2.0751 -1.2791
C 1.7792 0.2758 1.3196 -0.1603
O 1.2736 -0.5974 0.3325 -0.2440
Si -0.1599 -0.2090 -0.4319 0.1741
C -0.0833 -1.0519 -2.1859 -0.9228
C 0.3279 -0.1813 -3.3630 -0.4430
C 1.7937 0.1149 -3.2844 -0.4204
Cl 2.3933 1.0280 -4.6808 -0.2324
O -0.3581 1.4395 -0.6586 -0.2552
C -1.6342 2.0423 -0.4053 -0.3357
C -1.8362 2.6052 0.9805 -1.0186
O -1.3847 -0.7201 0.6011 -0.2814
C -1.1191 -1.7605 1.4812 0.0624
C -2.1311 -1.8330 2.6986 -1.1582
H 3.2604 0.3039 2.9237 0.3827
H 2.8379 -1.3995 2.2739 0.3025
H 3.8668 -0.2965 1.3782 0.3140
H 0.9898 0.4424 2.0539 0.2486
H 1.9338 1.2535 0.8960 0.4473
H 0.3730 -2.0551 -2.1877 0.5069
H -1.1843 -1.3168 -2.2150 0.2938
H 0.0398 -0.7007 -4.3165 0.3812
H -0.2301 0.7491 -3.3157 0.2247
H 2.1353 0.7553 -2.4084 0.1313
H 2.4485 -0.7096 -3.2115 0.4093
H -1.7855 2.8251 -1.2008 0.4165
H -2.3697 1.3543 -0.6759 0.3664
H -0.9830 3.2371 1.2296 0.2716
H -1.8385 1.7259 1.6470 0.1326
H -2.7904 3.1134 1.0337 0.4055
H -1.1316 -2.6920 0.8858 0.2805
H -0.1253 -1.5581 1.9363 0.0457
H -2.6631 -2.7771 2.5459 0.3572
H -1.6931 -1.9323 3.7216 0.3106
H -2.9775 -1.1274 2.5271 0.2857


Record 6
37
Properties=species:S:1:pos:R:3:mulliken_charge:R:1 method="wB97M-V/def2-TZVPD" spin_multiplicity=8 e_lumo_ev="-7.20 / -9.58" total_charge=+2 orbital_gap_ev="7.94 / 5.55"
C -0.0005 -0.0167 -6.4707 -0.8334
C 0.0058 0.6730 -5.1339 0.4321
H 0.0031 0.7398 -7.2705 0.3143
H -0.8909 -0.6387 -6.5725 0.3093
H 0.8820 -0.6497 -6.5753 0.3088
O 0.0169 1.8644 -4.9410 -0.3600
I -0.0063 -0.5960 -3.2778 -0.1226
Gd -0.0072 -0.7913 1.1253 0.7579
P 2.5803 -0.0614 1.2135 0.7801
C 3.4630 1.2541 2.1188 -1.0840
C 3.1144 -1.6486 1.9394 -1.2201
H 4.1957 -1.7864 1.8370 0.4205
H 4.2201 -0.2656 -0.5609 0.3969
H 2.6202 -2.4920 1.4323 0.4012
H 2.6356 -0.8821 -1.0663 0.2950
H 3.1723 1.2425 3.1823 0.3574
H 2.8621 -1.6980 3.0065 0.4016
C 3.1416 -0.0911 -0.5018 -1.0813
H 4.5668 1.1395 2.0691 0.3912
H 2.9144 0.8585 -0.9950 0.3619
H 3.2031 2.2422 1.7071 0.3718
P -2.5805 -0.0139 1.2175 0.7783
C -3.4384 1.3197 2.1210 -1.0838
C -3.1448 -0.0359 -0.4971 -1.0810
H -2.6673 -2.4428 1.4395 0.4012
H -4.2278 -1.7057 1.8467 0.4201
H -2.8901 -1.6424 3.0134 0.4017
C -3.1439 -1.5894 1.9467 -1.2197
H -2.6526 -0.8359 -1.0610 0.2951
H -4.2261 -0.1928 -0.5542 0.3968
H -4.5442 1.2266 2.0699 0.3909
H -3.1586 2.3022 1.7083 0.3714
H -2.9027 0.9096 -0.9913 0.3619
H -3.1492 1.3036 3.1849 0.3576
C 0.0163 1.7094 2.2511 0.2478
O 0.0259 2.5935 2.9839 -0.1488
F -0.0085 -1.3020 3.0552 -0.4879


Record 7
52
Properties=species:S:1:pos:R:3:mulliken_charge:R:1 method="wB97M-V/def2-TZVPD" e_lumo_ev=-0.84 orbital_gap_ev=9.93
O 1.3066 0.1951 -2.1581 -0.5185
C 0.3339 0.2071 -1.4130 0.6707
O 0.1871 1.1473 -0.4256 -0.4189
C -0.9241 0.8388 0.3559 0.1568
C -1.5774 -0.4376 -0.3472 0.5019
F -2.8075 -0.0164 -0.7414 -0.3172
O -0.6535 -0.6751 -1.4054 -0.2617
H -0.7585 0.7654 1.4308 -0.1061
H -1.4896 1.7513 0.1673 0.1012
H -1.7694 -1.3179 0.2663 0.2420
C 4.0720 0.4703 -1.4580 -0.7089
N 4.1951 -0.1945 -2.8048 0.9814
O 4.6255 -1.3262 -2.7126 -0.5535
O 4.1735 0.5090 -3.8227 -0.5515
H 5.0808 0.7133 -1.1243 0.3232
H 3.5968 -0.1944 -0.7366 0.2257
H 3.4224 1.3359 -1.5880 0.2791
C 0.7334 -2.9503 3.8492 -0.7615
N -0.0649 -1.8664 3.0676 0.7818
O -0.5571 -2.2370 2.0105 -0.4716
O 0.0335 -0.6675 3.4689 -0.5363
H 1.7678 -2.6079 3.8783 0.3097
H 0.5830 -3.9594 3.4656 0.2879
H 0.3105 -2.7107 4.8249 0.3286
C -1.0028 2.7801 4.3637 -0.4692
N -2.5214 2.8829 4.5319 0.8384
O -3.1729 2.0677 5.2684 -0.5337
O -3.0361 3.8643 4.0061 -0.4869
H -0.6217 2.9341 5.3732 0.3346
H -0.5828 3.4474 3.6111 0.2201
H -0.8227 1.8147 3.8907 0.0965
C 0.1436 -1.6823 -5.2511 -0.3449
N 0.4277 -3.1415 -5.5614 0.9028
O -0.0570 -4.0205 -4.9104 -0.5414
O 1.1742 -3.3841 -6.4909 -0.5369
H 0.9366 -0.9859 -5.5237 0.3095
H -0.0264 -1.6003 -4.1775 -0.0637
H -0.7285 -1.4508 -5.8627 0.2892
C -2.1980 6.0838 1.5191 -0.7836
N -2.5545 4.6513 1.0746 0.8116
O -1.9689 3.7051 1.5709 -0.3961
O -3.3963 4.5881 0.1566 -0.5311
H -2.9561 6.6274 2.0829 0.2786
H -2.0859 6.5655 0.5477 0.3473
H -1.2257 6.0860 2.0116 0.2979
C 0.7041 -3.8978 -1.7202 -0.6607
N -0.0059 -4.1978 -0.5050 0.9350
O -1.2235 -4.2822 -0.5584 -0.5367
O 0.5481 -4.7785 0.4035 -0.5753
H 0.6896 -4.8441 -2.2610 0.3239
H 1.6219 -3.4369 -1.3553 0.3093
H 0.1212 -3.1678 -2.2819 0.1814


Record 8
40
Properties=species:S:1:pos:R:3:mulliken_charge:R:1 method="wB97M-V/def2-TZVPD" e_lumo_ev="-8.60 / -11.43" total_charge=+2 orbital_gap_ev="7.66 / 4.73"
C 0.0054 0.1334 -3.7286 -1.0058
C 0.0076 0.9597 -2.4702 0.5936
H 0.0080 0.7922 -4.6137 0.3626
H -0.9058 -0.4946 -3.7837 0.2898
H 0.9117 -0.5015 -3.7818 0.2794
O -0.0043 2.1584 -2.4767 -0.2946
I -0.2920 -3.6429 -0.4623 0.2353
Y -0.0200 -0.8169 -0.1942 0.1586
P 2.6431 -0.0690 0.1795 1.1486
C 3.0950 1.2825 1.3249 -1.3156
C 3.3201 -1.5132 1.0826 -1.1952
H 4.3999 -1.5616 0.8818 0.4192
H 4.8394 -0.1462 -0.8114 0.4592
H 2.8321 -2.4339 0.7326 0.3261
H 3.5659 -0.6615 -1.9587 0.3677
H 2.6604 1.0752 2.3148 0.3739
H 3.1385 -1.4133 2.1617 0.3722
C 3.8335 0.0746 -1.1885 -1.2660
H 4.1903 1.3329 1.4075 0.4316
H 3.8003 1.0800 -1.6224 0.3676
H 2.6972 2.2381 0.9553 0.3944
P -2.6648 -0.0198 0.1458 1.1744
C -3.0710 1.3303 1.3065 -1.2803
C -3.8710 0.1308 -1.2021 -1.2571
H -2.8432 -2.3811 0.7156 0.2696
H -4.4056 -1.4946 0.8982 0.4194
H -3.1156 -1.3489 2.1489 0.3574
C -3.3214 -1.4569 1.0750 -1.1670
H -3.6153 -0.6097 -1.9721 0.3643
H -4.8714 -0.0813 -0.8066 0.4679
H -4.1619 1.3837 1.4230 0.4407
H -2.6855 2.2817 0.9163 0.3694
H -3.8306 1.1360 -1.6366 0.3677
H -2.5902 1.1263 2.2748 0.3362
C 0.1227 1.7116 0.0924 0.2830
O 0.1711 2.8603 0.1750 -0.1875
O -0.2747 0.4318 1.9195 -0.4393
N -0.0015 -0.6235 2.6818 1.0439
O -0.0650 -0.5769 3.8838 -0.4736
O 0.3685 -1.6721 2.0124 -0.5917